# 1
Here is C5H7N5O2 in the gas phase from the Open Molecules 2025 dataset. Energies are from wB97M-V/def2-TZVPD.

Cartesian coordinates (Å):
N (1.88, 2.60, 1.21)
C (1.27, 1.58, 0.62)
N (1.77, 1.27, -0.51)
C (1.15, 0.26, -1.20)
O (1.56, -0.06, -2.29)
C (-0.02, -0.47, -0.66)
N (-0.64, -1.42, -1.54)
C (-1.56, -2.42, -1.32)
O (-2.08, -2.65, -0.25)
C (-0.45, -0.07, 0.59)
N (-1.57, -0.48, 1.30)
N (0.21, 0.95, 1.23)
H (1.23, 3.27, 1.57)
H (2.58, 2.99, 0.55)
H (-0.22, -1.42, -2.50)
H (-1.68, -3.11, -2.14)
H (-2.00, -1.28, 0.82)
H (-1.53, -0.52, 2.31)
H (0.11, 0.98, 2.21)

Values from the calculation:
Gap between HOMO and LUMO ... 8.5 eV
SMILES ... Nc1nc(=O)c(NC=O)c(N)[nH]1
E_LUMO ... 0.5 eV
Energy relative to the best compared isomer or geometry (same formula, charge and spin) ... 0.0 kcal per mole
2S+1 ... 1

Mulliken atomic charge list, values in e, 4 entries: number 1, N, carries -0.512; number 2, C, carries 0.374; number 3, N, carries -0.518; number 4, C, carries 0.496



# 2
Here is 2 unconnected molecules or ions with the total composition C6H13O from the Open Molecules 2025 dataset. Energies are from wB97M-V/def2-TZVPD.

Cartesian coordinates (Å):
C (-0.41, -1.43, 0.68)
C (-1.07, -0.56, -0.38)
C (-2.06, -1.34, -1.21)
C (-3.35, -1.03, -1.38)
H (-0.09, -2.37, 0.20)
H (0.51, -0.91, 0.95)
H (-1.09, -1.69, 1.49)
H (-0.36, -0.13, -1.09)
H (-1.63, 0.25, 0.09)
H (-1.70, -2.21, -1.76)
H (-4.00, -1.64, -2.00)
H (-3.83, -0.20, -0.86)
C (1.65, 1.47, 0.47)
O (1.59, 0.53, -0.48)
C (3.08, 1.86, 0.87)
H (1.13, 1.18, 1.41)
H (1.18, 2.47, 0.14)
H (3.21, 2.79, 1.43)
H (3.72, 1.91, -0.02)
H (3.55, 1.06, 1.46)

Values from the calculation:
Gap between HOMO and LUMO ... 6.3 eV
Net charge ... -1
E_LUMO ... 3.8 eV
Energy relative to the best compared isomer or geometry (same formula, charge and spin) ... 20.4 kcal per mole
2S+1 ... 1

Mulliken atomic charge list, values in e, 4 entries: number 1, C, carries -1.026; number 2, C, carries -0.081; number 3, C, carries -0.123; number 4, C, carries -0.777



# 3
Here is a molecular structure, C32H42AsF12MnN5O2Si2 from the Open Molecules 2025 dataset. Energies are from wB97M-V/def2-TZVPD.

Cartesian coordinates (Å):
Mn (0.51, -0.29, 0.27)
C (-5.31, -0.82, 4.03)
C (-4.26, -0.85, 2.95)
C (-4.56, -0.57, 1.63)
C (-3.57, -0.58, 0.66)
C (-2.25, -0.89, 0.97)
N (-1.29, -0.89, -0.05)
C (-1.58, -1.56, -1.24)
C (-2.47, -2.65, -1.24)
C (-2.79, -3.33, -2.39)
C (-2.24, -2.98, -3.61)
C (-2.53, -3.75, -4.87)
C (-1.36, -1.90, -3.63)
C (-1.02, -1.19, -2.48)
C (-0.09, 0.03, -2.53)
O (0.84, 0.06, -1.53)
C (0.78, 0.06, -3.83)
F (1.40, -1.11, -4.01)
F (0.07, 0.32, -4.94)
F (1.73, 0.99, -3.76)
C (-0.96, 1.33, -2.49)
F (-0.34, 2.39, -3.07)
F (-2.13, 1.18, -3.12)
F (-1.22, 1.70, -1.23)
C (-1.92, -1.17, 2.31)
C (-2.93, -1.15, 3.26)
C (-0.44, -1.41, 2.64)
O (0.29, -0.37, 2.07)
C (0.07, -2.79, 2.09)
F (0.42, -3.64, 3.12)
F (2.64, -2.48, 2.01)
F (-1.02, -3.42, 1.52)
C (-0.14, -1.28, 4.14)
F (-0.74, -2.20, 4.92)
F (1.17, -1.36, 4.39)
F (-0.53, -0.07, 4.61)
H (-6.31, -0.81, 3.60)
H (-5.21, 0.08, 4.65)
H (-5.23, -1.68, 4.69)
H (-5.58, -0.33, 1.35)
H (-3.82, -0.35, -0.37)
H (-2.91, -2.95, -0.29)
H (-3.48, -4.17, -2.33)
H (-3.49, -4.27, -4.80)
H (-1.76, -4.51, -5.05)
H (-2.56, -3.10, -5.74)
H (-0.95, -1.62, -4.58)
H (-2.70, -1.37, 4.30)
C (4.53, -1.42, -1.52)
Si (3.92, -2.91, -0.50)
C (4.32, -4.27, -1.78)
C (5.21, -3.15, 0.87)
As (1.55, -2.64, 0.49)
Si (1.06, -4.86, -0.27)
C (1.07, -4.77, -2.15)
C (2.39, -5.89, 0.57)
C (-0.54, -5.76, 0.14)
H (5.33, -1.77, -2.17)
H (4.95, -0.62, -0.90)
H (3.75, -1.00, -2.16)
H (5.41, -4.30, -1.83)
H (3.96, -4.00, -2.78)
H (3.97, -5.28, -1.57)
H (6.21, -3.23, 0.43)
H (5.01, -4.06, 1.44)
H (5.19, -2.32, 1.57)
H (1.97, -4.33, -2.60)
H (0.21, -4.16, -2.45)
H (0.93, -5.77, -2.56)
H (3.41, -5.71, 0.23)
H (2.18, -6.96, 0.44)
H (2.36, -5.68, 1.64)
H (-1.42, -5.24, -0.24)
H (-0.67, -5.93, 1.20)
H (-0.48, -6.74, -0.37)
C (1.58, 2.60, -0.06)
N (1.85, 1.37, 0.75)
C (3.20, 0.87, 0.36)
N (4.23, 1.87, 0.57)
C (3.90, 3.05, -0.22)
N (2.60, 3.62, 0.15)
C (2.63, 3.95, 1.57)
N (2.94, 2.79, 2.40)
C (1.92, 1.77, 2.19)
C (4.23, 2.25, 1.99)
H (0.60, 2.99, 0.24)
H (1.55, 2.30, -1.11)
H (3.15, 0.61, -0.69)
H (3.41, -0.02, 0.96)
H (3.87, 2.78, -1.28)
H (4.67, 3.81, -0.07)
H (1.66, 4.36, 1.87)
H (3.40, 4.72, 1.74)
H (0.94, 2.15, 2.48)
H (2.14, 0.89, 2.78)
H (4.46, 1.37, 2.59)
H (5.00, 3.00, 2.15)

Values from the calculation:
Gap between HOMO and LUMO (alpha / beta) ... 6.5 / 6.7 eV
Net charge ... -1
E_LUMO (alpha / beta) ... 2.6 / 2.6 eV
2S+1 ... 5

Mulliken atomic charge list, values in e, 4 entries: number 1, Mn, carries -0.077; number 2, C, carries -1.564; number 3, C, carries 0.605; number 4, C, carries -1.125



# 4
Here is 2 unconnected molecules or ions with the total composition C18H25N6O4S from the Open Molecules 2025 dataset. Energies are from wB97M-V/def2-TZVPD.

Cartesian coordinates (Å):
O (3.99, 2.14, -0.64)
O (-7.77, -0.50, 3.03)
O (2.40, -2.46, 0.71)
N (-1.82, 1.04, -0.91)
O (-7.35, -2.42, 4.15)
S (-3.21, -1.60, 2.36)
C (4.83, 1.29, -0.93)
C (-6.98, -1.25, 3.57)
C (3.40, -2.04, 0.16)
C (2.37, 1.30, -3.31)
C (1.89, 0.63, -2.22)
C (1.03, 2.67, -2.19)
C (-2.46, 2.18, -1.23)
C (-2.44, 0.19, -0.05)
C (-3.70, 2.52, -0.70)
C (-4.33, 1.66, 0.20)
C (-3.69, 0.46, 0.53)
N (1.82, 2.57, -3.28)
N (4.50, -2.80, 0.18)
N (-5.13, 0.08, 2.48)
N (4.57, -0.02, -0.94)
N (1.04, 1.49, -1.54)
C (6.22, 1.71, -1.33)
C (5.80, -2.65, -0.47)
C (-4.36, -0.55, 1.41)
C (-4.53, -2.03, 3.54)
C (-5.49, -0.83, 3.60)
C (2.33, -0.73, -1.73)
C (3.30, -0.65, -0.53)
H (-8.32, -2.47, 4.04)
H (3.10, 0.92, -4.02)
H (0.48, 3.55, -1.88)
H (-1.99, 2.86, -1.93)
H (-1.93, -0.74, 0.16)
H (-4.18, 3.46, -0.99)
H (-5.30, 1.92, 0.61)
H (2.03, 3.32, -3.93)
H (4.36, -3.65, 0.71)
H (-5.97, 0.54, 2.12)
H (5.34, -0.63, -1.18)
H (0.46, 1.24, -0.74)
H (6.43, 1.36, -2.35)
H (6.29, 2.79, -1.30)
H (6.94, 1.28, -0.64)
H (6.39, -3.56, -0.32)
H (6.36, -1.82, -0.02)
H (5.69, -2.51, -1.54)
H (-5.01, -1.19, 0.80)
H (-4.12, -2.24, 4.53)
H (-5.05, -2.93, 3.19)
H (-5.33, -0.30, 4.54)
H (2.80, -1.28, -2.55)
H (1.44, -1.28, -1.44)
H (2.84, -0.01, 0.22)

Values from the calculation:
Gap between HOMO and LUMO ... 8.5 eV
Net charge ... +1
E_LUMO ... -2.3 eV
Energy relative to the best compared isomer or geometry (same formula, charge and spin) ... 0.0 kcal per mole
2S+1 ... 1

Mulliken atomic charge list, values in e, 4 entries: number 1, O, carries -0.646; number 2, O, carries -0.597; number 3, O, carries -0.675; number 4, N, carries -0.437



# 5
Here is a molecular structure, C12H16BBrCaCl2F3MgO3P from the Open Molecules 2025 dataset. Energies are from wB97M-V/def2-TZVPD.

Cartesian coordinates (Å):
C (4.02, 2.03, -0.22)
C (2.74, 1.79, -0.99)
Cl (2.05, 3.19, -1.72)
C (2.17, 0.63, -1.10)
Cl (2.77, -0.84, -0.39)
B (0.79, 0.50, -1.88)
P (-0.75, 0.59, -0.71)
C (-1.02, 2.38, -0.36)
O (-0.29, -0.11, 0.71)
H (4.48, 1.07, 0.11)
H (4.71, 2.74, -0.74)
H (3.70, 2.55, 0.71)
H (0.70, 0.34, -3.04)
H (-0.16, 2.83, 0.17)
H (-1.07, 2.89, -1.34)
H (-1.91, 2.58, 0.24)
H (-0.25, 0.58, 1.39)
F (-2.17, -1.57, 0.09)
F (-2.62, -4.23, 2.06)
C (-1.69, -4.50, 1.14)
C (-0.70, -3.57, 0.89)
C (0.27, -3.86, -0.05)
C (0.24, -5.07, -0.75)
C (-0.76, -5.99, -0.50)
C (-1.73, -5.71, 0.46)
H (-0.69, -2.63, 1.43)
H (1.06, -3.15, -0.25)
H (1.00, -5.29, -1.49)
H (-0.78, -6.93, -1.04)
H (-2.53, -6.44, 0.67)
Mg (-2.17, -6.68, 2.67)
C (-1.19, 5.63, -0.33)
C (-1.63, 5.15, 1.14)
O (-2.76, 5.51, 1.45)
O (-0.77, 4.49, 1.72)
H (-1.98, 6.21, -0.79)
H (-0.30, 6.25, -0.26)
H (-0.98, 4.73, -0.95)
Ca (6.28, 1.62, 0.75)
Br (-5.01, -4.91, 3.59)
F (-1.07, 5.19, -2.53)

Values from the calculation:
Gap between HOMO and LUMO ... 1.2 eV
E_LUMO ... -4.6 eV
Energy relative to the best compared isomer or geometry (same formula, charge and spin) ... 41.2 kcal per mole
2S+1 ... 1

Mulliken atomic charge list, values in e, 4 entries: number 1, C, carries -1.158; number 2, C, carries 0.438; number 3, Cl, carries -0.131; number 4, C, carries 0.118



# 6
Here is 4 unconnected molecules or ions with the total composition C41H85BBr3N8O7P2S from the Open Molecules 2025 dataset. Energies are from wB97M-V/def2-TZVPD.

Cartesian coordinates (Å):
C (-6.23, -0.41, 4.79)
C (-6.42, 1.11, 4.78)
O (-5.42, 1.78, 5.53)
C (-4.41, 2.38, 4.75)
C (-3.21, 2.68, 5.64)
C (-1.84, 2.55, 4.95)
C (-1.68, 1.22, 4.18)
C (-1.61, 1.34, 2.64)
C (-0.40, 0.61, 2.03)
C (0.45, 1.25, 0.91)
C (0.77, 2.72, 1.16)
C (1.82, 2.91, 2.27)
C (2.31, 4.36, 2.48)
C (1.43, 5.50, 1.98)
S (0.01, 5.82, 3.02)
O (0.13, 5.03, 4.20)
O (-0.17, 7.23, 3.10)
O (-1.22, 5.20, 2.21)
C (0.12, 0.91, -0.58)
B (1.61, 1.02, -1.22)
O (2.51, 0.04, -0.86)
O (2.02, 2.02, -2.06)
C (-0.87, 1.77, -1.33)
Br (-2.06, 2.89, -0.37)
C (-0.99, 1.70, -2.67)
C (-0.19, 0.81, -3.58)
Br (-2.25, 2.70, -3.63)
N (-0.24, -0.57, -0.68)
C (-1.55, -0.94, -1.21)
C (-1.59, -1.80, -2.29)
C (-2.82, -2.18, -2.79)
C (-3.95, -1.70, -2.17)
N (-3.93, -0.88, -1.12)
C (-2.75, -0.53, -0.65)
C (-0.10, -1.26, 0.53)
N (0.66, -2.34, 0.49)
P (1.43, -2.95, -1.01)
O (2.71, -3.60, -0.26)
Br (0.24, -4.80, -1.20)
N (-0.76, -0.82, 1.62)
P (-1.13, -1.86, 2.98)
N (-2.58, -1.68, 3.49)
H (-6.08, -0.82, 3.79)
H (-7.08, -0.93, 5.22)
H (-5.34, -0.67, 5.38)
H (-6.44, 1.49, 3.75)
H (-7.38, 1.37, 5.24)
H (-4.15, 1.70, 3.92)
H (-4.80, 3.31, 4.32)
H (-3.24, 2.06, 6.53)
H (-3.30, 3.72, 5.98)
H (-1.67, 3.41, 4.30)
H (-1.08, 2.60, 5.72)
H (-0.78, 0.73, 4.57)
H (-2.51, 0.57, 4.46)
H (-2.53, 0.93, 2.23)
H (-1.61, 2.40, 2.39)
H (0.29, 0.48, 2.87)
H (1.42, 0.75, 1.07)
H (1.17, 3.19, 0.25)
H (-0.12, 3.28, 1.45)
H (1.43, 2.50, 3.21)
H (2.69, 2.30, 2.00)
H (2.43, 4.51, 3.55)
H (3.31, 4.46, 2.05)
H (1.98, 6.44, 2.05)
H (1.11, 5.41, 0.94)
H (-1.31, 5.68, 1.37)
H (3.05, -0.26, -1.61)
H (1.86, 2.91, -1.74)
H (0.58, 1.41, -4.08)
H (-0.83, 0.40, -4.36)
H (0.30, -0.01, -3.07)
H (-0.68, -2.15, -2.75)
H (-2.91, -2.85, -3.63)
H (-4.93, -1.99, -2.53)
H (-2.74, 0.13, 0.21)
H (0.81, -2.87, 1.35)
H (3.22, -2.97, 0.26)
H (-0.83, -3.14, 2.50)
H (-0.11, -1.49, 3.87)
H (-3.11, -2.54, 3.45)
C (3.91, 2.53, -4.94)
C (4.24, 3.16, -6.29)
N (4.19, 2.20, -7.38)
C (4.78, 2.69, -8.61)
C (4.11, 3.88, -9.31)
C (2.95, 1.46, -7.51)
C (1.65, 2.27, -7.69)
H (4.55, 1.66, -4.75)
H (4.08, 3.26, -4.15)
H (2.87, 2.22, -4.88)
H (5.26, 3.56, -6.25)
H (3.57, 4.02, -6.45)
H (4.84, 1.85, -9.31)
H (5.82, 2.96, -8.39)
H (3.18, 3.60, -9.80)
H (4.77, 4.27, -10.08)
H (3.90, 4.69, -8.61)
H (2.83, 0.83, -6.62)
H (3.06, 0.76, -8.34)
H (1.59, 3.10, -6.99)
H (0.79, 1.62, -7.51)
H (1.55, 2.67, -8.70)
C (-3.02, -1.34, 6.95)
C (-1.57, -1.42, 7.38)
N (-1.02, -0.13, 7.75)
C (0.43, -0.12, 7.87)
C (1.07, -0.98, 8.97)
C (-1.75, 0.59, 8.78)
C (-1.95, -0.10, 10.13)
H (-3.13, -0.58, 6.17)
H (-3.34, -2.29, 6.54)
H (-3.69, -1.09, 7.77)
H (-0.97, -1.78, 6.53)
H (-1.47, -2.18, 8.17)
H (0.75, 0.91, 7.99)
H (0.83, -0.45, 6.90)
H (0.93, -0.55, 9.96)
H (2.15, -1.05, 8.80)
H (0.67, -2.00, 8.97)
H (-2.74, 0.84, 8.38)
H (-1.25, 1.55, 8.93)
H (-2.28, -1.14, 10.02)
H (-2.72, 0.42, 10.70)
H (-1.05, -0.10, 10.74)
C (0.60, -6.69, -8.35)
C (0.77, -5.71, -7.21)
N (1.15, -6.35, -5.96)
C (1.03, -5.48, -4.81)
C (1.94, -4.25, -4.73)
C (2.34, -7.18, -6.01)
C (3.65, -6.54, -6.48)
H (-0.10, -7.48, -8.08)
H (0.20, -6.18, -9.23)
H (1.54, -7.15, -8.65)
H (-0.18, -5.20, -7.04)
H (1.49, -4.93, -7.52)
H (1.18, -6.09, -3.91)
H (-0.01, -5.14, -4.77)
H (2.97, -4.51, -4.49)
H (1.59, -3.58, -3.94)
H (1.94, -3.68, -5.66)
H (2.13, -8.03, -6.67)
H (2.48, -7.63, -5.03)
H (3.51, -5.93, -7.37)
H (4.38, -7.31, -6.72)
H (4.10, -5.91, -5.70)

Values from the calculation:
Gap between HOMO and LUMO ... 6.2 eV
Net charge ... +1
E_LUMO ... -3.6 eV
Energy relative to the best compared isomer or geometry (same formula, charge and spin) ... 0.0 kcal per mole
2S+1 ... 1

Mulliken atomic charge list, values in e, 4 entries: number 1, C, carries -0.593; number 2, C, carries -0.474; number 3, O, carries -0.446; number 4, C, carries -0.021



| no. | E_tot (a.u.) |
| --- | --- |
| 1 | -619.03598 |
| 2 | -311.59951 |
| 3 | -6833.22669 |
| 4 | -1728.42763 |
| 5 | -5729.92162 |
| 6 | -11405.53152 |